Entry 1:
# C35H57N3O18

A 9-piece molecular cluster, C35H57N3O18 overall (ωB97M-V with the def2-TZVPD basis set, the Open Molecules 2025 dataset).

The energy above the lowest of the compared OMol25 structures with the same formula, charge and spin is 559.84 kJ/mol. The value obtained for the total energy is -2886.2334 Ha. Its frontier orbital gap is 10.69 eV. Its SMILES is C[C@H]1COC(=O)O1.C[C@H]1COC(=O)O1.C[C@H]1COC(=O)O1.C[C@H]1COC(=O)O1.C[C@H]1COC(=O)O1.COC(=O)OC.CCCC#N.CCCC#N.CCCC#N.

Geometry as ORCA input:
```
! wB97M-V def2-TZVPD RIJCOSX def2/J DEFGRID3
* xyz 0 1
H -1.36658 -3.02092 -5.40137
H 2.82142 3.53508 -1.96037
O 4.60142 -0.33192 -1.25937
H 3.12142 3.87808 5.44663
C -2.08558 5.67108 2.44663
H 1.89342 1.32908 -4.68937
H -0.37458 2.39608 0.84963
N 3.60342 1.82808 -7.31137
C 4.80242 -1.59492 -1.85037
C 2.17842 -4.67092 1.52763
O 3.40142 -1.64992 -0.02137
H -2.14258 4.57008 2.50863
C -0.94658 -2.64292 -4.45737
H 4.54042 -1.49292 -2.89937
H 0.30442 4.39208 2.28363
H -1.47658 0.24008 0.60363
C 2.85242 1.73108 -4.84037
C 3.94042 -2.53092 -1.04037
C 1.19942 3.72508 4.76863
C 3.79042 -0.42492 -0.25137
H -4.74958 -0.86992 1.00363
C -5.23258 -0.12892 0.32963
C -0.96158 6.04508 1.49763
H -1.95958 6.16608 3.41763
C 0.38242 5.26408 1.64963
C -4.49258 -0.28392 -0.97337
H 3.87542 3.42808 -4.11637
H 1.30142 5.87708 1.87263
C 0.24542 -0.85192 -0.11537
C -0.54558 0.43108 0.09063
H 2.33942 3.09108 1.89363
C -0.96758 -0.32692 -3.79137
O -4.16658 -5.50492 1.32363
O -1.70058 0.79508 -3.69937
H 5.87442 -1.69192 -1.70837
O -5.01158 1.10508 0.79363
C 1.09942 -5.60192 0.98263
H 0.54242 -5.00392 0.38963
H 4.06142 3.04308 2.12963
C -6.65658 -0.68292 0.47463
H 0.59842 -1.25392 0.86763
C 2.89342 -5.07292 3.53663
H -2.98758 6.06808 2.09663
C -5.23658 -4.80092 1.55263
C 3.13042 3.19608 2.63563
O 3.39442 0.54908 0.46763
H -1.69258 -2.62892 2.25163
H 0.72342 -3.12992 2.45463
H -2.20258 -5.03692 1.53263
O 0.43842 4.65708 0.31663
H 3.12242 4.27508 2.81763
C 0.28342 1.49208 0.75063
H -0.71158 7.05708 1.63863
H 2.98342 -3.74892 -2.48637
H -7.35358 -0.03792 -0.00337
O -3.55558 0.71608 -0.91137
H 3.73942 1.80608 4.00163
O -0.68258 4.49308 -1.57337
H -0.48058 1.93808 -2.41237
C -2.84558 -2.53592 2.24863
C 2.48342 3.07708 5.05163
C -1.17058 2.08008 -3.23037
H 2.07542 1.61208 3.54063
C 1.71442 -3.50092 2.34463
H -3.35358 -2.84592 0.13563
H 1.82042 -3.44092 -1.23637
H 2.27742 2.06708 -2.37837
H -3.09058 -2.89092 3.31963
C 2.62842 -3.06092 -1.79637
H 2.27942 -2.12092 -2.29237
C -0.56458 4.92208 -0.43637
H -3.18058 -1.40092 2.20263
H 0.57642 -6.09492 1.71463
H 2.32742 3.83608 -4.71837
H -1.33958 -3.41792 -3.75637
C -3.87558 1.62608 0.19163
O -3.26858 2.66508 0.52063
C -0.49258 -2.05792 -0.69037
H -2.10158 2.57008 -2.82437
H -4.05658 -1.27292 -0.95337
O -6.35558 -5.29292 1.78363
O 0.42342 -0.34692 -3.56437
H 0.09942 -2.68292 -4.62537
H 1.59142 -6.43292 0.43763
C -3.05658 -4.74892 1.00463
H 2.35242 -2.65492 2.34463
O -1.39058 5.70708 0.21563
H -6.93858 -0.79692 1.51363
O 2.25642 -3.89592 3.61463
O 3.53642 -5.45492 4.44263
H -2.85158 -4.87192 -0.05337
N 0.20342 4.28508 4.62663
H -6.89458 -1.66992 0.04163
C 2.85542 3.10608 -4.13137
H 2.35442 2.47008 5.90363
H 0.71042 1.31308 1.71963
C 2.83842 2.24908 3.78763
H 0.97742 -0.60792 -0.80637
H 0.99142 2.03508 0.18263
C 2.27642 3.01408 -2.73737
H -0.67658 2.85308 -3.88637
H 2.87942 -4.33692 0.79163
C 3.31942 1.82708 -6.19137
H -0.91558 0.61308 -0.95337
H 3.55842 1.10108 -4.26937
H 1.36742 3.51908 -2.81537
O 2.96342 -5.49792 2.34763
C -3.51658 -3.29992 1.11063
O -1.60858 -1.39592 -4.33437
H 4.59942 -3.14492 -0.45137
N -1.02958 -2.98492 -1.13037
O -4.88958 -3.44192 1.49563
H -5.21258 -0.11992 -1.80237
*
```



Entry 2:
# C4H6N2O

One molecule with the formula C4H6N2O (ωB97M-V with the def2-TZVPD basis set, the Open Molecules 2025 dataset).

The energy above the lowest of the compared OMol25 structures with the same formula, charge and spin is 376.12 kJ/mol. The value obtained for the total energy is -340.6517 Ha. Its frontier orbital gap (spin up / spin down) is 8.02 / 8.02 eV.

Geometry as ORCA input:
```
! wB97M-V def2-TZVPD RIJCOSX def2/J DEFGRID3
* xyz 0 1
H 1.33917 1.30462 -1.93924
H -1.74617 -2.72715 1.60584
N 1.01720 0.38586 1.68124
C 0.84853 1.03101 0.59643
H 0.00264 0.52380 -2.56747
C 0.12819 0.43481 -0.54224
C -0.76657 -0.56694 -0.36111
C -1.19246 -1.07866 0.93079
O -1.37933 -2.39190 0.77707
N 0.38048 1.02692 -1.77644
H 1.20191 2.05960 0.43694
H 1.43890 0.99353 2.38725
H -1.27251 -0.99548 -1.22905
*
```



Entry 3:
# C36H44F4HfN8O3PS

C36H44F4HfN8O3PS as an isolated structure (ωB97M-V with the def2-TZVPD basis set, the Open Molecules 2025 dataset).

The energy above the lowest of the compared OMol25 structures with the same formula, charge and spin is 122.43 kJ/mol. The value obtained for the total energy is -3248.8702 Ha. Its frontier orbital gap is 6.87 eV.

Geometry as ORCA input:
```
! wB97M-V def2-TZVPD RIJCOSX def2/J DEFGRID3
* xyz 1 1
H 2.39399 4.28970 -1.80290
F 1.51909 2.32464 2.17845
H -3.82243 0.75548 -6.27251
C 0.41895 5.56145 3.38806
C -0.93920 5.34277 3.29127
H -3.50243 -0.71563 3.94016
C 4.46506 -1.87175 2.69471
H 0.63699 -5.64709 -2.71717
H -0.19877 -1.11374 -4.99330
H -2.72127 0.24082 0.36244
C -0.67681 3.07333 2.43769
H -3.11926 2.19124 1.62652
Hf 0.24651 0.51187 0.74501
C -1.45473 -1.00142 3.22476
H -0.65818 -1.72658 3.37243
H 4.89459 -0.88274 2.85273
N -1.59230 -0.81567 1.75190
C 3.41114 -1.81986 5.00055
H -1.74948 -0.49195 -6.78916
N 1.40492 4.47293 -1.86523
C 0.69208 3.34061 2.55007
C -1.93817 -2.10601 1.08366
H 3.27840 -4.19318 3.56453
C -2.71130 -1.46441 3.95190
O -0.78099 0.22199 -1.00094
H 2.49079 -1.93462 5.57261
H -0.08701 -3.13500 1.53205
F -2.82888 4.09317 2.75116
C 3.66542 -0.18627 -3.53442
H 1.35019 -3.34522 -2.28240
H -2.74082 -2.06860 -2.40030
C -0.64164 -2.53736 -2.31896
H -1.10253 -0.06000 3.64459
H -3.65501 -0.27623 1.76268
H -1.46990 -3.67422 2.52250
C -1.48419 4.15424 2.82798
N 1.42513 -0.35452 2.55934
C -1.97215 -0.21214 -5.76763
H -2.77848 0.71321 -2.12191
O 3.17602 2.89868 -0.87330
H -1.01892 4.64155 -1.97202
P -0.16707 -0.78135 -2.08086
C -2.40115 -4.16901 -2.58631
H -2.19605 2.55771 -1.49049
C -1.99509 -2.85156 -2.43078
C -1.35650 -0.20919 -3.42570
C 2.57085 -0.77488 -2.91920
O 2.41929 1.16909 0.15070
C -1.15784 -3.32395 1.53818
H 3.81915 -0.82736 5.18892
N 0.93862 2.56608 -0.51930
C -2.45409 1.47197 2.10710
N 2.25399 2.24733 -0.44203
C 1.23762 4.51716 2.99690
C -1.45600 -5.17631 -2.69833
C 1.23838 1.13957 -3.47499
S 1.16860 -1.56029 -0.19894
H 4.12964 -2.56129 5.34960
H -2.32896 3.64538 -0.21861
H -1.79043 -1.95157 0.02005
C 3.17367 -2.05257 3.50612
H 1.05593 5.26292 -2.37894
H 2.25086 2.72745 -4.50093
C 0.57227 3.64505 -1.24606
C -1.09890 -0.55835 -4.75184
C -3.13751 0.48834 -5.47877
H 0.81697 6.49804 3.74679
C 2.20855 -1.06125 3.00389
H -4.33920 1.35299 -3.93104
C -3.42164 0.82857 -4.16739
H 0.28073 1.64635 -3.48793
H -3.45607 -4.40262 -2.64477
H -3.00864 -2.28718 1.23617
C -2.68972 0.13099 1.44838
H -1.34844 -4.12514 0.82227
H 4.61146 -0.71051 -3.55596
H -2.74645 1.44042 3.16284
H 1.63840 -3.57223 3.80330
H -1.76930 -6.20147 -2.84546
C -0.10553 -4.86551 -2.62512
C 2.34339 1.74520 -4.05438
C -2.53326 0.48177 -3.15234
H 4.27499 -2.00649 1.63020
F 2.56810 4.62924 3.04606
H -3.11093 -2.39130 3.54150
H 5.18396 -2.62113 3.02530
H -2.45923 -1.64965 4.99604
N -0.73810 3.88804 -1.36178
C 3.55814 1.07630 -4.09637
H 2.35642 -3.57229 2.17994
H 4.41738 1.53828 -4.56423
F -1.79029 6.31135 3.63817
C 1.33848 -0.12915 -2.89876
C 2.56341 -3.43695 3.24159
N -1.04541 1.83293 1.97209
H 2.69009 -1.72320 -2.41871
N -1.70211 3.08067 -0.77690
C 0.30013 -3.55883 -2.40645
*
```



Entry 4:
# C16H12Cl3O4PTaTe

C16H12Cl3O4PTaTe as an isolated structure (ωB97M-V with the def2-TZVPD basis set, the Open Molecules 2025 dataset).

The energy above the lowest of the compared OMol25 structures with the same formula, charge and spin is 28.90 kJ/mol. The value obtained for the total energy is -2964.6904 Ha. Its frontier orbital gap is 7.63 eV.

Geometry as ORCA input:
```
! wB97M-V def2-TZVPD RIJCOSX def2/J DEFGRID3
* xyz 1 1
H -1.92207 -0.90967 -1.81638
O -2.60290 -1.84475 0.51539
H 0.30240 -3.33815 0.16252
C -3.08430 1.08451 1.71873
H -2.43853 0.68617 -3.59718
C -0.84645 2.03093 -3.08479
C 4.14359 -1.55293 -0.38020
P 0.20799 -0.87240 0.28759
C -0.40082 -2.58458 -0.17572
H 0.81954 3.17255 -2.35340
H 4.44968 0.58003 2.24059
H -0.65687 -2.68933 -1.22244
C 3.97385 -0.03153 1.48417
Cl -3.16240 3.75282 1.45747
Cl -5.49378 2.20586 2.17720
C -1.60356 0.87811 -2.93477
H 4.75243 -2.12055 -1.07253
C -0.21277 0.20088 -1.09889
C 4.74578 -0.75853 0.58846
O -1.86733 1.02695 1.30856
H 1.38919 1.55231 -0.59206
C 0.54278 1.36440 -1.24225
O -3.48456 0.17286 2.49741
Te -0.15410 -0.16195 4.31437
C 0.22605 2.27478 -2.23710
C -1.29775 -0.03533 -1.93728
O -1.24752 -2.64024 2.05116
Ta -1.51554 -0.73357 2.29746
H -1.09507 2.74306 -3.86121
C -1.55794 -2.46932 0.76306
C 1.99102 -0.89069 0.44026
H 1.97997 0.44461 2.12618
H 5.82622 -0.71078 0.64692
Cl -4.33972 1.90169 -0.45207
H 2.29477 -2.22869 -1.22716
C 2.76232 -1.61855 -0.46271
C 2.59007 -0.10001 1.41695
C -4.01368 2.21905 1.25372
*
```



Entry 5:
# C8H12N2NdP

C8H12N2NdP as an isolated structure (ωB97M-V with the def2-TZVPD basis set, the Open Molecules 2025 dataset).

The value obtained for the total energy is -1324.0984 Ha. Its frontier orbital gap (spin up / spin down) is 5.52 / 5.52 eV. Its expectation value of S² is 3.7607.

Geometry as ORCA input:
```
! wB97M-V def2-TZVPD RIJCOSX def2/J DEFGRID3
* xyz 0 4
N -1.34267 0.17691 3.42085
P 2.07532 1.61177 -0.46918
C -1.10192 -0.31043 2.18877
C -1.56166 -1.67127 -1.88209
H 1.04244 -1.46855 -4.07150
H -2.17533 0.00552 3.98157
C -1.64053 -0.68039 -0.96078
H 3.15740 1.69318 0.48285
C 0.51486 1.08682 2.65778
N 0.07738 0.13113 1.72307
C -0.53521 -2.00191 -2.82505
H 2.85617 2.16871 -1.54201
H -1.76910 -0.96835 1.65928
H 1.70277 0.66214 -2.98766
H 1.48450 2.86480 -0.10501
H 1.37780 1.68253 2.43636
Nd 0.55893 -1.04283 -0.39789
C 1.13001 -0.10516 -2.43579
H -0.28891 1.64162 4.65002
H -2.43130 -2.32712 -1.99874
C 0.59842 -1.17809 -3.10584
H -2.60729 -0.26178 -0.60525
H -0.80668 -2.78227 -3.54785
C -0.31539 1.07301 3.73407
*
```